#a
This record from the OMol25 dataset describes an isolated ion of composition C4H10NOS and charge -1. The level of theory is ωB97M-V/def2-TZVPD.

For the HOMO energy, the calculation gives -1.645 eV.

The geometry in ORCA input format:
```
! RIJCOSX wB97M-V def2-TZVPD def2/J DEFGRID3
* xyz -1 1
S 0.6795 -1.4800 -1.5774
O 0.9736 2.1334 -0.1828
N -1.1286 1.0197 0.5007
C -0.3230 2.2055 0.3611
C -0.9402 0.0496 1.6248
C 0.6128 -1.3143 0.1318
C -0.7515 -1.2889 0.8908
H -1.8983 0.0477 2.2527
H 1.4769 -1.7962 0.6604
H 1.2681 -0.4512 -2.1583
H -0.9242 0.4346 -0.3709
H -0.8810 2.8434 -0.4228
H -0.7629 -2.1346 1.7122
H -0.1440 2.6406 1.3001
H -1.5368 -1.5087 0.1689
H 1.2862 1.3085 -0.4267
H -0.2324 0.1795 2.4296
*
```

---

#b
This record from the OMol25 dataset describes an isolated ion of composition C4H10NOS and charge -1. The level of theory is ωB97M-V/def2-TZVPD.

For the HOMO energy, the calculation gives -2.701 eV.

The geometry in ORCA input format:
```
! RIJCOSX wB97M-V def2-TZVPD def2/J DEFGRID3
* xyz -1 1
S 2.3256 -1.5249 -0.4417
O -2.0124 -1.3607 0.4815
N -1.0920 0.7964 -0.2007
C -2.1190 -0.3198 -0.3545
C 0.3574 0.5113 -0.2694
C 0.9907 0.9895 1.0289
C 0.5783 -0.9735 -0.4262
H 2.7670 -0.5077 -1.2163
H -3.0730 0.2182 -0.3928
H -1.2740 1.0575 0.7618
H 1.0359 0.3301 1.9134
H 0.1512 -1.4257 0.4789
H 0.5493 1.9195 1.4206
H 0.7758 1.1759 -1.0594
H -1.9594 -0.6740 -1.4169
H 2.0641 1.1863 0.8943
H -0.0656 -1.3986 -1.2016
*
```

---

#c
This record from the OMol25 dataset describes an isolated ion of composition C4H10NOS and charge -1. The level of theory is ωB97M-V/def2-TZVPD.

For the HOMO energy, the calculation gives -2.691 eV.

The geometry in ORCA input format:
```
! RIJCOSX wB97M-V def2-TZVPD def2/J DEFGRID3
* xyz -1 1
S 2.5225 -0.2485 0.5914
O -3.0736 -0.2851 0.5817
N -0.7550 -1.3302 -0.5151
C -2.2469 0.5468 -0.0597
C 1.6863 0.7615 -0.7117
C 0.2003 1.0857 -0.5442
C -0.7832 0.0523 0.0198
H 0.1423 2.0069 0.0493
H -0.2025 1.3787 -1.5223
H 1.5351 -1.0742 0.9505
H -1.7488 -1.5392 -0.4044
H 1.8481 0.1961 -1.6265
H -2.5089 0.6397 -1.1620
H -2.1862 1.6258 0.2683
H -0.1768 -1.9231 0.0475
H -0.6853 0.0119 1.1175
H 2.3078 1.6529 -0.7787
*
```

---

Going by the energies, #c is most stable and the next is 0.0096 hartree up.

---

#a
This record from the OMol25 dataset describes C5H7N2O as an isolated structure. The level of theory is ωB97M-V/def2-TZVPD.

For the HOMO energy, the calculation gives -14.328 eV.

The geometry in ORCA input format:
```
! RIJCOSX wB97M-V def2-TZVPD def2/J DEFGRID3
* xyz 1 1
O 2.2799 -2.3614 -0.3870
N 0.4870 -0.8798 -0.0869
N -1.0814 0.3526 0.6599
C 1.3667 -1.6808 -0.3322
C 0.9345 0.7018 2.1359
C -0.6298 0.5564 -1.7833
C -0.7834 -0.3552 -0.5847
C 0.0579 0.2884 1.2911
H -1.5959 0.9862 -2.0358
H -0.2695 -0.0055 -2.6409
H -1.5026 -1.1607 -0.7788
H 1.7587 0.1126 2.4940
H -1.9839 0.3651 1.1168
H 0.0692 1.3609 -1.5679
H 0.8926 1.7193 2.4997
*
```

---

#b
This record from the OMol25 dataset describes an isolated ion of composition C5H7N2O and charge +1. The level of theory is ωB97M-V/def2-TZVPD.

For the HOMO energy, the calculation gives -15.316 eV.

The geometry in ORCA input format:
```
! RIJCOSX wB97M-V def2-TZVPD def2/J DEFGRID3
* xyz 1 1
O 0.4643 -1.3015 -0.9918
N 0.4054 -0.1648 -0.1671
N 0.1638 0.8746 1.8522
C 0.2144 -0.2314 1.2114
C -0.5528 -2.3182 -0.7406
C -0.0452 1.9942 1.2219
C 0.2585 2.0952 -0.1538
C 0.4600 0.9332 -0.8488
H -1.5044 -1.8215 -0.6602
H -0.3372 2.8568 1.6884
H 0.3103 -1.0435 1.7706
H -0.5821 -2.8862 -1.5986
H -0.1930 -2.8482 0.1111
H 0.6206 0.8132 -2.0002
H 0.3174 3.0483 -0.6942
*
```

---

Going by the energies, #a is most stable and the next is 0.0105 hartree up.

---

#a
This record from the OMol25 dataset describes C5H7N2O as an isolated structure. The level of theory is ωB97M-V/def2-TZVPD.

For the HOMO energy (alpha / beta), the calculation gives -13.333 / -13.332 eV.

The geometry in ORCA input format:
```
! RIJCOSX wB97M-V def2-TZVPD def2/J DEFGRID3
* xyz 1 1
O 2.8513 0.7555 -1.1024
N 0.6858 -1.5439 0.9281
N 0.0347 -0.1548 -0.6949
C 0.6503 -0.1337 0.6086
C -1.3871 0.3850 -0.9558
C 0.3101 -1.6530 -0.6768
C 2.6013 0.6269 0.0145
C 1.0146 -2.5826 -0.0761
H -1.5497 1.4737 -0.6866
H -0.1082 -1.7352 1.5823
H 0.7153 0.2356 -1.3502
H -1.4851 0.3098 -1.9937
H -2.1939 -0.2111 -0.5458
H 0.2843 0.3635 1.4445
H 3.2408 0.7993 0.9848
*
```

---

#b
This record from the OMol25 dataset describes an isolated ion of composition C5H7N2O and charge +1. The level of theory is ωB97M-V/def2-TZVPD.

For the HOMO energy, the calculation gives -14.470 eV.

The geometry in ORCA input format:
```
! RIJCOSX wB97M-V def2-TZVPD def2/J DEFGRID3
* xyz 1 1
O -2.7606 -0.9508 -0.5820
N -0.4020 -1.0377 -0.5204
N 0.4983 0.9872 0.3319
C 1.9367 -1.0178 -0.1414
C -1.8065 -0.3585 -0.2691
C -1.9387 1.0774 0.2151
C 0.6061 -0.2863 -0.0536
C -0.7206 1.6300 0.4332
H -0.3326 -1.9876 -0.9459
H -0.5193 2.6444 0.6532
H -2.9062 1.5117 0.5485
H 2.8541 -0.5147 -0.2074
H 2.2286 -1.5223 0.9031
H 1.8631 -1.8004 -0.7741
H 1.3994 1.6252 0.4089
*
```

---

Going by the energies, #b is most stable and the next is 0.3345 hartree up.

---

#a
This record from the OMol25 dataset describes one molecule with the formula C2HNO4. The level of theory is ωB97M-V/def2-TZVPD.

For the HOMO energy, the calculation gives -11.129 eV.

The geometry in ORCA input format:
```
! RIJCOSX wB97M-V def2-TZVPD def2/J DEFGRID3
* xyz 0 1
O 1.1590 -1.0998 0.0423
O 0.2569 -2.1233 -1.8847
O 0.3619 2.0806 -0.7068
O 1.6263 0.7196 -1.9759
N 0.8109 1.0199 -1.1180
C 0.4686 -1.4821 -0.9386
C 0.1704 -0.1148 -0.3935
H -0.4490 0.3935 0.4433
*
```

---

#b
This record from the OMol25 dataset describes C2HNO4 as an isolated structure. The level of theory is ωB97M-V/def2-TZVPD.

For the HOMO energy, the calculation gives -9.918 eV.

The geometry in ORCA input format:
```
! RIJCOSX wB97M-V def2-TZVPD def2/J DEFGRID3
* xyz 0 1
O -0.6910 0.9379 0.8602
O -1.6466 1.4944 -0.9750
O 0.1215 -0.5980 -2.0241
O 1.9385 -0.3282 1.1552
N -0.9395 0.8212 -0.3356
C 0.0913 -0.3211 -0.9386
C 0.8693 -0.6945 0.8195
H 0.2565 -1.3116 1.4383
*
```

---

Going by the energies, #a is most stable and the next is 0.0021 hartree up.

---

#a
This record from the OMol25 dataset describes an isolated ion of composition C4H12N3 and charge +1. The level of theory is ωB97M-V/def2-TZVPD.

For the HOMO energy, the calculation gives -12.271 eV.

The geometry in ORCA input format:
```
! RIJCOSX wB97M-V def2-TZVPD def2/J DEFGRID3
* xyz 1 1
N 1.4215 -1.0240 -2.1342
N 2.0410 -0.4581 0.5260
N -2.3955 1.4428 1.3973
C -0.1624 0.5660 0.9329
C 0.4179 -0.6195 -1.1713
C -1.6936 0.4016 0.7389
C 0.7343 -0.2452 0.0606
H -0.1012 1.6156 0.6781
H -1.9688 -0.6489 0.8929
H -1.9086 0.4160 -0.3372
H 2.3505 -1.4020 0.6687
H 2.4158 0.2738 1.1031
H 1.1996 -1.9432 -2.5388
H -2.5093 1.3500 2.3962
H 1.5652 -0.4405 -2.9613
H -0.5645 -0.4169 -1.5520
H 0.0866 0.4671 1.9763
H -3.2666 1.7907 1.0383
H 2.3380 -1.1252 -1.7147
*
```

---

#b
This record from the OMol25 dataset describes an isolated ion of composition C4H12N3 and charge +1. The level of theory is ωB97M-V/def2-TZVPD.

For the HOMO energy, the calculation gives -14.317 eV.

The geometry in ORCA input format:
```
! RIJCOSX wB97M-V def2-TZVPD def2/J DEFGRID3
* xyz 1 1
N 0.1175 -0.5437 -0.3029
N -0.9741 0.1987 0.2529
N -0.4240 -1.8129 0.1231
C -1.6635 -1.1591 0.3355
C 1.4357 -0.4233 0.4118
C 2.3044 0.7662 -0.1229
C -1.5634 1.3177 -0.5075
H 2.8726 0.8364 -1.0539
H 1.6744 1.5862 -0.1877
H 0.1995 -0.4180 -1.4151
H -2.6144 1.5378 -0.1899
H -0.0578 -2.1581 1.0758
H 1.0718 -0.1065 1.4506
H 2.9001 1.0977 0.6469
H 1.8871 -1.4378 0.4656
H -2.3762 -1.2724 -0.4804
H -1.5967 1.1994 -1.5422
H -2.1943 -1.4390 1.3416
H -0.9987 2.2308 -0.3010
*
```

---

#c
This record from the OMol25 dataset describes an isolated ion of composition C4H12N3 and charge +1. The level of theory is ωB97M-V/def2-TZVPD.

For the HOMO energy, the calculation gives -15.187 eV.

The geometry in ORCA input format:
```
! RIJCOSX wB97M-V def2-TZVPD def2/J DEFGRID3
* xyz 1 1
N -0.1091 -0.5539 0.3343
N -0.7393 1.2423 -1.2022
N 0.2869 -1.0627 -1.2412
C 1.2186 -0.7697 -0.1217
C 1.8848 -1.9200 0.5058
C -1.6011 1.2671 1.1290
C -0.4930 0.8274 0.3167
H 0.4890 1.4063 0.4691
H -0.2673 1.9886 -1.5797
H -1.9281 2.3533 1.0697
H 2.4401 -1.7331 1.3308
H -0.5673 0.2950 -1.6088
H 1.7819 0.1239 -0.3178
H 0.0897 -2.0828 -1.3215
H -1.7352 1.4533 -1.2493
H -2.6188 0.8951 0.7909
H 0.9344 -2.4971 0.7623
H -1.4865 0.8679 2.1270
H 2.3336 -2.5325 -0.2050
*
```

---

#d
This record from the OMol25 dataset describes an isolated ion of composition C4H12N3 and charge +1. The level of theory is ωB97M-V/def2-TZVPD.

For the HOMO energy, the calculation gives -14.353 eV.

The geometry in ORCA input format:
```
! RIJCOSX wB97M-V def2-TZVPD def2/J DEFGRID3
* xyz 1 1
N 0.7960 0.5330 0.3983
N -1.5257 0.8882 0.3894
N -0.0085 0.9477 2.3668
C -0.2494 1.0163 1.0438
C 0.6758 0.4265 -1.1349
C 0.6937 -1.1615 -1.5436
C -0.3148 -2.2238 -1.4069
H -0.6551 0.5545 2.9663
H -0.1936 1.0758 -1.4192
H 1.4923 -1.3181 -0.7898
H 0.3074 -3.0664 -2.0042
H -0.3460 -2.4225 -0.3223
H 0.9636 0.7148 2.6068
H 1.6234 0.1536 0.8957
H -1.7156 0.4490 -0.4277
H -2.3168 1.3993 0.7404
H -1.3343 -2.1989 -1.8457
H 0.9665 -1.1328 -2.5684
H 1.5433 0.8633 -1.6646
*
```

---

Going by the energies, #a is most stable and the next is 0.0226 hartree up.

---

#a
This record from the OMol25 dataset describes an isolated ion of composition C4H12N3 and charge +1. The level of theory is ωB97M-V/def2-TZVPD.

For the HOMO energy, the calculation gives -13.953 eV.

The geometry in ORCA input format:
```
! RIJCOSX wB97M-V def2-TZVPD def2/J DEFGRID3
* xyz 1 1
N 1.2059 -1.7620 0.0675
N -0.6984 -0.0326 -0.2511
N -2.9123 -0.7399 -0.0807
C 0.7369 1.9960 -0.2909
C 1.6959 -0.2803 0.0035
C 0.5086 0.5587 0.3135
C -1.9156 -0.0560 0.3665
H -2.8989 -1.4084 -0.8260
H 1.6600 -2.2308 -0.7111
H 1.5232 -2.2882 0.8811
H 1.0565 1.8939 -1.3132
H -3.9348 -0.6666 0.2676
H 0.3693 0.5681 1.4449
H 1.8384 -0.1444 -1.0232
H 2.5003 -0.0806 0.7618
H -1.9019 0.6166 1.1141
H -0.2834 -0.8577 -0.6462
H -0.1623 2.5037 -0.1794
H 1.6126 2.4103 0.1011
*
```

---

#b
This record from the OMol25 dataset describes an isolated ion of composition C4H12N3 and charge +1. The level of theory is ωB97M-V/def2-TZVPD.

For the HOMO energy, the calculation gives -12.333 eV.

The geometry in ORCA input format:
```
! RIJCOSX wB97M-V def2-TZVPD def2/J DEFGRID3
* xyz 1 1
N -2.0754 -1.6016 1.3948
N 0.3628 -1.2231 -0.2901
N 1.9998 0.7365 0.3161
C -1.8089 -0.4679 0.6441
C -0.6851 -0.2425 -0.0636
C -0.3337 1.1538 -0.5675
C 1.2162 1.3502 -0.7671
H 1.3799 2.4194 -0.8342
H -1.3356 -2.1714 1.7497
H -2.7257 0.0297 0.3518
H 1.8052 1.2247 1.1966
H -3.0072 -1.9744 1.3512
H 1.2709 -0.7900 0.0650
H 1.5600 0.8318 -1.6720
H 2.9719 1.0225 0.2048
H 0.5362 -1.5521 -1.2441
H -0.6752 2.1875 -0.4217
H -0.6945 1.1599 -1.6460
H 0.2386 -2.0930 0.2321
*
```

---

Going by the energies, #a is most stable and the next is 0.0235 hartree up.